{"formula": "C45H39MoN12OS", "method": "wB97M-V/def2-TZVPD", "species": ["Mo", "O", "C", "N", "C", "C", "C", "C", "C", "C", "N", "C", "C", "C", "C", "C", "N", "H", "H", "H", "H", "H", "H", "H", "H", "H", "H", "C", "C", "C", "C", "C", "N", "C", "C", "C", "C", "C", "C", "C", "N", "C", "C", "C", "N", "C", "C", "N", "C", "C", "C", "N", "H", "H", "H", "H", "H", "H", "H", "H", "H", "H", "H", "H", "H", "H", "H", "H", "H", "H", "S", "C", "N", "N", "C", "C", "C", "C", "C", "C", "N", "N", "C", "C", "C", "C", "C", "C", "H", "H", "H", "H", "H", "H", "H", "H", "H", "H", "H"], "xyz": [[0.259, 0.412, -0.418], [1.253, -3.672, -1.193], [0.867, -2.532, -1.408], [0.534, -1.656, -0.415], [0.451, -2.347, 0.860], [-0.031, -1.459, 1.945], [-0.178, -1.950, 3.238], [-0.782, -1.171, 4.197], [-1.258, 0.084, 3.832], [-1.049, 0.522, 2.549], [-0.403, -0.213, 1.621], [0.597, -2.103, -2.818], [1.031, -2.884, -3.878], [0.624, -2.534, -5.154], [-0.207, -1.436, -5.320], [-0.570, -0.707, -4.198], [-0.163, -1.031, -2.976], [1.393, -2.826, 1.130], [-0.272, -3.170, 0.783], [0.165, -2.952, 3.460], [-0.907, -1.536, 5.208], [-1.782, 0.717, 4.533], [-1.411, 1.489, 2.236], [1.648, -3.750, -3.681], [0.937, -3.119, -6.010], [-0.564, -1.148, -6.299], [-1.184, 0.183, -4.280], [3.849, 2.427, 5.619], [3.470, 2.041, 4.215], [4.356, 1.390, 3.358], [3.961, 0.966, 2.112], [2.653, 1.150, 1.604], [2.220, 0.503, 0.450], [3.043, -0.622, 0.129], [3.364, -1.593, 1.083], [4.130, -2.700, 0.780], [4.604, -2.915, -0.511], [5.394, -4.143, -0.870], [4.288, -1.966, -1.466], [3.545, -0.834, -1.145], [3.278, 0.105, -2.169], [4.106, 0.434, -3.183], [3.382, 1.190, -4.067], [2.103, 1.269, -3.506], [2.040, 0.612, -2.349], [1.883, 2.033, 2.369], [2.247, 2.375, 3.676], [0.771, 2.734, 1.830], [0.315, 3.909, 2.311], [-0.760, 4.289, 1.546], [-0.865, 3.304, 0.576], [0.067, 2.357, 0.744], [4.621, 1.767, 6.012], [4.239, 3.446, 5.655], [2.993, 2.378, 6.291], [5.371, 1.188, 3.682], [4.682, 0.446, 1.499], [3.003, -1.458, 2.095], [4.343, -3.427, 1.554], [5.473, -4.821, -0.022], [4.918, -4.683, -1.689], [6.405, -3.883, -1.188], [4.596, -2.112, -2.496], [5.133, 0.113, -3.177], [3.728, 1.642, -4.979], [1.241, 1.778, -3.897], [1.540, 2.925, 4.286], [0.815, 4.411, 3.118], [-1.350, 5.183, 1.646], [-1.562, 3.257, -0.237], [-0.410, 2.036, -2.085], [-2.148, 1.860, -2.111], [-2.849, 2.589, -2.941], [-4.160, 2.621, -2.971], [-5.131, 2.361, -1.958], [-6.377, 1.913, -2.368], [-7.394, 1.748, -1.439], [-7.170, 2.035, -0.103], [-5.923, 2.496, 0.299], [-4.901, 2.661, -0.621], [-2.724, 0.896, -1.349], [-1.919, 0.145, -0.727], [-2.647, -0.920, -0.073], [-2.435, -2.234, -0.452], [-3.165, -3.241, 0.164], [-4.088, -2.936, 1.153], [-4.309, -1.611, 1.509], [-3.598, -0.599, 0.885], [-4.508, 3.120, -3.776], [-6.546, 1.685, -3.414], [-8.362, 1.392, -1.766], [-7.962, 1.909, 0.623], [-5.747, 2.744, 1.338], [-3.940, 3.030, -0.295], [-1.730, -2.459, -1.242], [-3.013, -4.269, -0.140], [-4.650, -3.726, 1.634], [-5.045, -1.364, 2.263], [-3.780, 0.440, 1.132]], "forces_ev_per_a": [[1.06, 0.45, 0.32], [-0.01, -0.01, 0.03], [0.02, -0.03, 0.07], [-0.24, 0.02, -0.15], [0.02, -0.06, -0.04], [-0.05, 0.00, 0.00], [-0.02, 0.00, 0.02], [-0.01, 0.01, 0.01], [-0.01, -0.03, 0.06], [0.07, 0.04, -0.06], [-0.03, -0.03, -0.10], [0.01, -0.04, -0.11], [0.06, -0.02, 0.01], [0.02, -0.03, -0.04], [0.00, 0.03, 0.02], [0.17, 0.05, -0.03], [-0.38, 0.03, 0.06], [-0.03, 0.03, 0.00], [0.02, -0.03, -0.02], [0.00, 0.00, -0.02], [0.00, 0.00, 0.00], [0.00, 0.01, -0.01], [0.00, 0.01, 0.00], [-0.01, 0.00, 0.01], [0.00, 0.00, 0.00], [0.00, 0.02, 0.01], [-0.03, -0.03, -0.02], [0.00, 0.00, -0.02], [0.00, 0.00, 0.00], [0.04, -0.01, -0.01], [0.02, -0.03, -0.02], [0.14, 0.03, 0.04], [-0.16, -0.30, -0.07], [0.05, 0.00, 0.08], [0.01, 0.02, 0.03], [0.01, 0.00, 0.03], [0.02, -0.03, 0.00], [-0.01, 0.01, 0.00], [0.01, 0.03, -0.09], [0.01, 0.05, -0.06], [-0.02, -0.09, 0.07], [-0.09, -0.02, 0.08], [0.03, 0.04, -0.06], [0.08, -0.02, 0.06], [-0.14, 0.05, 0.09], [0.03, 0.02, 0.02], [-0.06, 0.04, 0.03], [-0.06, 0.00, 0.10], [-0.02, -0.09, -0.04], [-0.03, 0.10, 0.01], [-0.04, -0.03, 0.12], [0.00, 0.23, -0.21], [0.00, 0.00, -0.01], [0.00, 0.00, 0.00], [-0.01, 0.01, -0.01], [-0.01, 0.00, 0.00], [-0.02, 0.00, 0.01], [0.01, 0.00, 0.01], [0.00, 0.01, 0.00], [0.00, 0.01, 0.00], [-0.01, 0.01, 0.00], [0.00, 0.01, 0.00], [0.00, 0.00, 0.01], [0.01, 0.01, -0.02], [-0.01, 0.00, 0.00], [0.02, -0.02, 0.02], [0.03, -0.01, -0.01], [-0.02, 0.00, -0.01], [0.00, -0.01, -0.01], [0.01, -0.01, 0.00], [-0.25, 0.02, -0.22], [0.14, -0.06, 0.13], [-0.04, 0.11, -0.12], [0.00, -0.07, 0.05], [0.00, 0.00, -0.01], [0.03, -0.05, -0.06], [-0.01, 0.00, 0.02], [-0.02, -0.02, -0.02], [0.05, 0.01, 0.00], [-0.10, 0.04, 0.07], [-0.13, -0.08, -0.06], [-0.11, -0.35, -0.05], [-0.12, 0.02, 0.09], [0.03, -0.03, -0.11], [-0.01, -0.02, 0.01], [-0.01, 0.02, 0.00], [0.02, -0.01, -0.02], [0.00, 0.02, 0.06], [0.08, 0.04, 0.03], [0.00, 0.00, 0.01], [0.00, 0.00, 0.00], [0.00, 0.00, 0.00], [0.01, 0.00, 0.00], [0.06, 0.04, -0.01], [-0.06, 0.01, 0.06], [0.00, 0.00, 0.00], [0.00, 0.00, 0.00], [0.00, 0.00, 0.00], [0.01, -0.02, -0.01]], "lumo_energy_ev": [-3.169, -3.607], "orbital_gap_ev": [6.25, 5.98], "multiplicity": 3, "e_above_lowest_kcal_mol": 22.2, "charge": 1, "e_homo_ev": [-9.415, -9.592], "max_force_ev_per_a": 1.2, "s_squared": 2.20, "total_energy_ev": -79912.230}